--- P ---
Below is a gas-phase ion, C4H10N (charge +1), with properties calculated with the ωB97M-V functional and the def2-TZVPD basis.

As for the SMILES: CC=[N+](C)C. As for the total charge: +1. The HOMO-LUMO gap comes out at 11.78 eV.

Positions of all 15 atoms, in Å:
C  -1.049  -0.330  0.009
C  -0.978  -1.741  -0.592
C  0.085  1.643  0.963
C  1.302  0.087  -0.308
N  -0.012  0.490  0.092
H  -1.988  0.175  0.399
H  -0.525  -1.883  -1.566
H  -0.620  -2.249  0.202
H  -2.085  -1.970  -0.893
H  0.723  1.491  1.912
H  -0.815  1.977  1.345
H  0.273  2.508  0.355
H  1.876  -0.282  0.455
H  1.902  0.820  -0.710
H  1.415  -0.711  -0.957

---

--- Q ---
Below is 2 unconnected molecules or ions with the total composition C4H10N, with properties calculated with the ωB97M-V functional and the def2-TZVPD basis.

As for the total charge: +1. The HOMO-LUMO gap comes out at 7.48 eV.

Positions of all 15 atoms, in Å:
C  -2.321  -0.648  -0.167
N  -1.419  -0.019  -0.820
H  -2.990  -1.304  -0.714
H  -2.467  -0.478  0.897
H  -0.563  0.397  -0.412
H  -1.682  0.312  -1.749
C  1.550  1.172  -0.237
C  1.349  -0.283  0.132
C  0.887  -0.810  1.258
H  0.843  1.814  0.302
H  1.371  1.355  -1.296
H  2.513  1.598  0.053
H  1.415  -0.919  -0.752
H  0.377  -1.767  1.266
H  1.138  -0.419  2.239

---

--- R ---
Below is 2 unconnected molecules or ions with the total composition C4H10N, with properties calculated with the ωB97M-V functional and the def2-TZVPD basis.

As for the total charge: +1. The HOMO-LUMO gap comes out at 7.01 eV.

Positions of all 15 atoms, in Å:
C  -1.976  -1.022  1.788
C  -2.735  -0.605  0.775
H  -2.304  -1.733  2.530
H  -0.840  -1.055  1.829
H  -3.785  -0.544  0.783
H  -2.211  -0.747  -0.313
C  1.755  1.043  0.280
C  0.904  -0.071  -1.714
N  1.798  0.662  -1.178
H  1.852  0.131  0.885
H  2.607  1.721  0.597
H  0.760  1.542  0.615
H  -0.147  -0.247  -1.260
H  1.069  -0.442  -2.720
H  2.717  0.667  -1.474

---

--- S ---
Below is a gas-phase ion, C4H10N (charge +1), with properties calculated with the ωB97M-V functional and the def2-TZVPD basis.

As for the SMILES: C1CC[NH2+]C1. As for the total charge: +1. The HOMO-LUMO gap comes out at 12.82 eV.

Positions of all 15 atoms, in Å:
C  1.212  -0.165  0.472
N  0.693  -0.421  -0.998
C  -0.790  -0.139  -1.041
C  -1.083  0.622  0.233
C  -0.054  0.137  1.266
H  1.997  0.572  0.339
H  1.675  -1.059  0.894
H  1.103  0.180  -1.701
H  0.982  -1.374  -1.190
H  -1.084  0.449  -1.918
H  -1.353  -1.064  -1.119
H  -2.078  0.437  0.650
H  -0.950  1.700  0.252
H  0.081  0.884  2.051
H  -0.352  -0.758  1.810

---

Which is the most stable structure? S is the most stable.

---

--- P ---
Below is a molecular structure, CH3FN2O2, with properties calculated with the ωB97M-V functional and the def2-TZVPD basis.

The HOMO-LUMO gap (spin up / spin down) comes out at 10.43 / 10.43 eV.

Positions of all 9 atoms, in Å:
C  0.815  -0.777  0.289
N  0.487  0.508  -0.207
N  -1.261  0.917  0.012
O  -1.705  0.369  0.951
O  -1.629  1.691  -0.779
F  0.566  0.573  -1.593
H  1.823  -0.711  0.709
H  0.117  -1.019  1.098
H  0.787  -1.552  -0.481

---

--- Q ---
Below is a single CH3FN2O2 molecule, with properties calculated with the ωB97M-V functional and the def2-TZVPD basis.

As for the SMILES: CO/[N+]([O-])=N/F. The HOMO-LUMO gap comes out at 10.98 eV.

Positions of all 9 atoms, in Å:
C  1.530  -0.079  0.083
N  -2.084  -0.691  -0.021
N  -1.007  0.012  -0.059
O  0.165  -0.710  -0.148
O  -0.894  1.223  -0.136
F  -3.074  0.183  0.025
H  1.908  -0.144  1.071
H  2.054  -0.695  -0.504
H  1.404  0.901  -0.311

---

Which is the most stable structure? P is the most stable.

---

--- P ---
Below is a single C5H8O2S molecule, with properties calculated with the ωB97M-V functional and the def2-TZVPD basis.

As for the SMILES: C=C(CO)OC(C)=S. The HOMO-LUMO gap comes out at 9.17 eV.

Positions of all 16 atoms, in Å:
C  -1.521  0.586  1.117
C  -1.869  -0.155  -0.138
C  0.441  -0.031  -0.760
C  0.937  1.147  -1.072
C  1.219  -1.212  -0.201
H  -1.162  1.607  0.881
H  -2.398  0.627  1.760
H  -0.677  0.068  1.647
H  0.298  1.928  -1.503
H  1.974  1.360  -0.941
H  1.280  -2.003  -0.971
H  0.682  -1.674  0.648
H  2.509  -0.322  0.904
O  -0.879  -0.368  -1.027
O  2.536  -0.880  0.150
S  -3.372  -0.679  -0.494

---

--- Q ---
Below is a single C5H8O2S molecule, with properties calculated with the ωB97M-V functional and the def2-TZVPD basis.

The HOMO-LUMO gap (spin up / spin down) comes out at 8.79 / 8.79 eV.

Positions of all 16 atoms, in Å:
C  -0.304  0.289  1.102
C  -0.708  -0.698  0.009
C  0.897  0.980  0.516
C  0.899  0.540  -1.009
C  -2.043  -0.623  -0.616
O  2.177  -1.460  0.318
O  3.479  0.579  -0.251
S  2.208  -0.073  -0.067
H  -1.112  0.999  1.301
H  -0.077  -0.235  2.036
H  -0.185  -1.640  0.005
H  1.143  1.996  0.794
H  0.820  1.186  -1.858
H  -2.329  0.404  -0.833
H  -2.778  -1.034  0.082
H  -2.085  -1.211  -1.529

---

--- R ---
Below is a molecular structure, C5H8O2S, with properties calculated with the ωB97M-V functional and the def2-TZVPD basis.

The HOMO-LUMO gap (spin up / spin down) comes out at 8.25 / 8.42 eV.

Positions of all 16 atoms, in Å:
C  -0.257  -0.672  -1.160
C  -1.566  -0.349  -1.331
C  0.030  -0.303  0.246
C  1.575  1.486  -0.354
C  0.585  -1.192  1.263
O  -1.698  1.769  0.352
O  -2.632  -0.383  1.125
S  -1.693  0.334  0.324
H  0.641  -0.936  -1.704
H  -2.227  -0.114  -2.140
H  2.103  1.432  0.602
H  0.911  2.300  -0.629
H  1.969  0.785  -1.124
H  1.595  -0.703  1.434
H  0.688  -2.277  0.979
H  -0.023  -1.177  2.118

---

--- S ---
Below is a single C5H8O2S molecule, with properties calculated with the ωB97M-V functional and the def2-TZVPD basis.

As for the SMILES: C=C[C@H](CO)OC=S. The HOMO-LUMO gap comes out at 9.06 eV.

Positions of all 16 atoms, in Å:
C  0.672  -1.870  0.097
C  -0.320  -0.910  0.775
C  -0.525  0.819  -0.838
C  0.311  -0.030  1.811
C  1.407  -0.336  2.489
H  2.032  -0.573  -0.099
H  0.149  -2.592  -0.526
H  1.133  -2.401  0.936
H  -1.074  -1.596  1.281
H  0.536  0.677  -0.798
H  -0.325  0.817  2.102
H  2.148  -1.027  2.075
H  1.759  0.280  3.325
O  1.650  -1.245  -0.699
O  -1.187  -0.090  -0.132
S  -1.208  1.941  -1.728

---

Which is the most stable structure? P is the most stable.

---

--- P ---
Below is a single C5H8O2S molecule, with properties calculated with the ωB97M-V functional and the def2-TZVPD basis.

As for the SMILES: C[C@@H](O)C1=COCS1. The HOMO-LUMO gap comes out at 8.66 eV.

Positions of all 16 atoms, in Å:
C  -2.342  -0.353  -1.007
C  -1.589  0.486  -0.029
C  -0.123  0.371  -0.145
C  0.844  1.293  -0.272
C  2.253  -0.359  0.335
H  -2.170  -0.213  -2.083
H  -2.086  -1.367  -0.684
H  -3.399  -0.248  -0.774
H  -1.700  1.567  -0.236
H  -2.270  -0.611  1.478
H  0.748  2.317  -0.468
H  2.261  -0.288  1.450
H  3.190  -0.725  -0.053
O  -2.114  0.355  1.288
O  2.130  0.940  -0.237
S  0.690  -1.214  -0.021

---

--- Q ---
Below is a molecular structure, C5H8O2S, with properties calculated with the ωB97M-V functional and the def2-TZVPD basis.

The HOMO-LUMO gap comes out at 8.04 eV.

Positions of all 16 atoms, in Å:
C  1.996  -0.877  1.009
C  1.393  -0.536  -0.287
C  1.670  0.835  -0.731
C  -0.183  -0.771  -0.211
C  -1.130  0.058  0.587
H  3.043  -0.128  0.942
H  2.115  -2.251  0.904
H  1.234  -0.622  2.082
H  1.889  -1.373  -0.948
H  2.628  1.141  -1.238
H  1.146  1.107  -1.665
H  0.890  2.478  -0.613
H  -0.819  0.421  1.498
O  1.338  1.810  0.192
O  -0.505  -1.820  -0.689
S  -2.579  0.441  0.051

---

Which is the most stable structure? P is the most stable.

---

--- P ---
Below is a single C2H3BrO2 molecule, with properties calculated with the ωB97M-V functional and the def2-TZVPD basis.

As for the SMILES: BrCC1OO1. The HOMO-LUMO gap comes out at 9.42 eV.

Positions of all 8 atoms, in Å:
C  -0.385  0.304  -0.589
C  0.461  0.051  0.625
O  -1.425  -0.580  -0.880
O  -1.668  0.609  -0.320
Br  2.183  -1.514  0.379
H  -0.128  0.852  -1.524
H  -0.212  -0.513  1.369
H  1.175  0.792  0.939

---

--- Q ---
Below is a single C2H3BrO2 molecule, with properties calculated with the ωB97M-V functional and the def2-TZVPD basis.

As for the SMILES: O=COCBr. The HOMO-LUMO gap comes out at 11.47 eV.

Positions of all 8 atoms, in Å:
C  -0.309  0.447  -1.268
C  0.178  -0.328  0.913
O  -0.967  -0.530  -1.532
O  0.243  0.764  -0.116
Br  1.219  0.108  2.478
H  -0.161  1.296  -1.908
H  -0.854  -0.528  1.145
H  0.650  -1.229  0.287

---

--- R ---
Below is a single C2H3BrO2 molecule, with properties calculated with the ωB97M-V functional and the def2-TZVPD basis.

As for the SMILES: O=COCBr. The HOMO-LUMO gap comes out at 11.50 eV.

Positions of all 8 atoms, in Å:
C  1.119  0.865  0.381
C  -0.789  -0.763  -0.356
O  0.200  -0.126  0.499
O  1.490  1.661  -0.415
Br  -2.507  -0.071  0.012
H  1.550  0.864  1.381
H  -0.413  -0.681  -1.315
H  -0.651  -1.750  -0.186

---

Which is the most stable structure? Q is the most stable.

---

--- P ---
Below is a single C4H7F2N molecule, with properties calculated with the ωB97M-V functional and the def2-TZVPD basis.

As for the SMILES: C=CC(F)(F)NC. The HOMO-LUMO gap comes out at 11.06 eV.

Positions of all 14 atoms, in Å:
C  2.446  0.705  -0.120
C  1.557  0.008  0.585
C  -2.222  -0.002  -0.179
C  0.186  -0.647  0.046
N  -0.833  0.285  0.147
F  0.294  -1.290  -1.189
F  -0.062  -1.782  0.869
H  3.285  1.169  0.315
H  2.302  1.086  -1.134
H  1.732  -0.337  1.669
H  -2.772  -0.788  0.452
H  -2.985  0.861  0.129
H  -2.325  -0.358  -1.221
H  -0.604  1.091  -0.369

---

--- Q ---
Below is 2 unconnected molecules or ions with the total composition C4H7F2N, with properties calculated with the ωB97M-V functional and the def2-TZVPD basis.

The HOMO-LUMO gap comes out at 8.91 eV.

Positions of all 14 atoms, in Å:
C  -3.173  0.783  1.009
C  -1.206  -0.980  -0.229
C  1.149  -1.271  -0.357
C  0.115  0.829  0.446
N  -0.047  -0.503  0.039
F  -3.642  1.083  -0.179
F  -1.239  -2.213  -0.668
H  -3.335  -0.231  1.352
H  1.895  -0.720  -1.090
H  1.628  -1.376  0.657
H  0.916  -2.266  -0.820
H  -0.295  1.476  -0.360
H  -0.315  1.142  1.378
H  1.161  0.944  0.457

---

Which is the most stable structure? P is the most stable.